The following is a DFT calculation (ωB97M-V/def2-TZVPD) of a 6-piece molecular cluster, C30H30N6 overall at a distorted geometry.

Structure (XYZ):
```
66
Properties=species:S:1:pos:R:3:forces:R:3
C -15.198452 -11.277382 13.546112 -0.60 -1.51 -0.40
C -14.299419 -10.819135 14.519399 -0.27 -1.37 0.31
C -13.925764 -11.723780 15.541501 -1.87 -1.57 -1.07
N -14.483012 -13.002019 15.622900 0.56 2.61 -0.32
C -15.398759 -13.307132 14.701672 0.07 -1.49 -1.02
C -15.767963 -12.598641 13.571264 1.67 3.74 1.26
H -15.507431 -10.715748 12.676916 0.28 0.67 0.13
H -13.891447 -9.819653 14.487752 0.04 0.01 -0.04
H -13.217724 -11.459450 16.312994 0.06 -0.06 0.01
H -15.797156 -14.310823 14.684972 0.00 -0.43 0.87
H -16.478536 -12.829878 12.791515 0.03 -0.61 0.24
C -20.260573 -13.949672 13.971643 -0.75 -1.10 0.87
C -21.620659 -14.168552 13.712485 0.40 -0.95 -2.93
C -21.946313 -14.883048 12.467488 1.85 0.81 2.21
N -20.990078 -15.425501 11.686139 -0.32 0.72 1.08
C -19.713231 -15.322219 12.114067 0.21 0.46 0.03
C -19.274155 -14.625006 13.251297 -1.58 0.20 -0.68
H -19.944693 -13.455045 14.878266 -0.16 0.35 0.07
H -22.432513 -13.810243 14.328046 0.17 0.18 0.07
H -22.982646 -15.004625 12.188835 0.07 -0.11 -0.15
H -18.980686 -15.758463 11.451145 0.09 -0.30 0.00
H -18.262925 -14.557029 13.624371 0.19 -0.19 -0.50
C -20.633943 -16.609372 6.242096 0.74 -0.01 1.66
C -20.305047 -16.345703 7.582957 1.02 -0.77 -0.49
C -19.359437 -17.172617 8.233220 0.26 0.96 -0.25
N -18.745549 -18.236122 7.733371 -1.26 -0.50 -2.93
C -19.117264 -18.544848 6.425602 -1.04 2.12 1.35
C -20.022842 -17.711913 5.651757 1.08 -1.72 1.14
H -21.307422 -15.896026 5.790478 -0.06 -0.33 -0.59
H -20.643175 -15.449740 8.082267 -0.20 -0.06 0.11
H -18.913737 -16.864064 9.167327 -0.52 0.11 0.47
H -18.681315 -19.459049 6.050671 -0.02 0.09 -0.33
H -20.251160 -18.038046 4.647813 0.02 0.15 -0.13
C -23.836818 -15.947236 9.769820 -0.88 -1.39 0.49
C -24.796473 -16.040689 10.814500 1.42 -0.42 -1.16
C -25.271961 -17.310713 11.138697 -0.43 0.09 -1.68
N -24.971586 -18.374558 10.403462 0.58 -0.41 -0.23
C -24.076888 -18.305520 9.371984 -1.23 -0.05 2.19
C -23.468350 -17.127668 9.027289 -0.25 1.76 0.89
H -23.418311 -14.965822 9.602248 0.24 -0.07 -0.44
H -25.113896 -15.159297 11.351884 -0.01 0.05 0.05
H -26.082172 -17.461149 11.836784 0.16 0.04 0.48
H -23.878624 -19.296786 8.991880 0.26 0.22 -0.65
H -22.717504 -17.100499 8.251475 -0.03 0.13 -0.02
C -24.432408 -11.792780 15.671233 0.52 -0.40 0.25
C -24.647712 -10.430506 15.665913 -0.79 1.70 0.12
C -25.237380 -9.791254 16.756575 0.14 -2.89 1.78
N -25.598201 -10.547980 17.869390 -0.06 1.52 -1.99
C -25.421410 -11.869416 17.836945 1.82 1.51 0.49
C -24.694157 -12.511726 16.815243 -1.72 -0.16 0.30
H -23.994855 -12.322700 14.838096 0.07 0.27 -0.23
H -24.427159 -9.773823 14.837344 0.26 -0.33 -0.37
H -25.352117 -8.722525 16.861740 -0.11 0.01 -0.22
H -25.583234 -12.220389 18.845417 -0.35 -1.17 -0.24
H -24.543463 -13.580728 16.845513 0.19 -0.05 0.10
C -20.425583 -9.265191 10.246488 0.38 -0.77 2.01
C -21.039101 -9.118919 9.024647 -0.20 -0.86 -0.10
C -21.805394 -10.196134 8.568204 0.12 -1.23 1.75
N -21.994329 -11.365863 9.314786 1.22 1.69 -1.09
C -21.321903 -11.479267 10.474241 -0.23 1.36 -0.27
C -20.567960 -10.420497 11.034267 -0.92 -0.15 -1.57
H -19.811308 -8.504809 10.705721 -0.05 0.46 -0.32
H -20.890639 -8.185534 8.502010 -0.20 -0.16 -0.41
H -22.270053 -10.158983 7.593973 -0.27 -0.13 0.06
H -21.417434 -12.419343 10.997248 -0.15 -0.14 0.09
H -20.200390 -10.468714 12.048648 0.32 -0.13 -0.11
```
Positions in Å, forces in eV/Å.

48
Properties=species:S:1:pos:R:3:forces:R:3 method="wB97M-V/def2-TZVPD" total_charge=+1
N 1.788164 0.403238 -2.856417 0.00 -0.15 0.22
C 0.884266 0.066497 -3.966123 0.61 0.21 0.09
C -0.136811 1.114485 -4.180893 -0.19 1.11 -0.11
C -1.451604 1.021459 -4.153793 -2.11 -0.65 -0.44
P -2.324487 -0.540893 -3.778009 1.11 -1.82 1.45
O -3.596463 -0.153392 -2.835061 0.29 0.82 -0.81
O -2.851695 -1.152852 -5.198182 -0.27 1.32 0.05
C -2.076608 2.340877 -4.455964 -0.18 -0.41 0.23
O -3.239593 2.610217 -4.522936 0.88 0.10 0.06
O -1.036690 3.239802 -4.615394 -0.52 0.76 -0.22
C 0.141532 2.580832 -4.476362 1.48 -1.11 0.33
O 1.227872 3.066611 -4.547659 -0.54 0.33 -0.13
H 2.065595 -0.463415 -2.418030 0.02 -0.16 0.08
H 2.651262 0.786761 -3.214225 0.00 0.37 -0.06
H 0.366795 -0.852250 -3.721969 -0.08 -0.21 -0.11
H 1.447454 -0.069359 -4.887228 -0.09 -0.15 -0.27
H -3.980529 0.714377 -3.029773 -0.33 -0.01 -0.12
H -2.565571 -2.065721 -5.200636 -0.06 -0.40 -0.15
C 0.680775 -1.101775 5.367829 0.02 -0.07 -0.10
C 0.765974 -1.988084 4.128389 -0.19 0.10 0.05
C 1.663418 -1.443000 3.006534 -0.02 -0.34 0.12
C 1.577569 0.037398 2.667018 0.21 -0.20 0.08
N 0.415230 0.526523 1.830122 -0.16 0.56 -0.23
C 0.623750 0.274870 0.350197 -0.17 -0.33 -0.11
C 0.035548 -1.103733 0.081053 0.17 -0.16 -0.10
C -1.044120 -1.307126 1.156181 -0.02 -0.26 0.08
C -0.922138 -0.117634 2.107646 -0.16 -0.11 -0.05
C 0.311847 2.003775 2.061689 0.07 -0.15 0.03
H 0.225940 -0.131730 5.151505 0.01 0.02 0.05
H 0.063227 -1.578894 6.126820 0.03 0.01 0.04
H 1.668504 -0.927576 5.798065 -0.01 0.05 0.01
H -0.241397 -2.192765 3.759992 0.02 -0.01 0.00
H 1.162696 -2.960290 4.423715 0.03 -0.01 -0.07
H 1.556863 -2.064120 2.116233 0.01 0.06 -0.03
H 2.695554 -1.601212 3.331263 0.04 0.16 -0.05
H 2.468492 0.326132 2.110532 -0.05 0.05 -0.06
H 1.584556 0.631722 3.578768 -0.16 -0.04 0.03
H 0.059753 1.032441 -0.189982 0.07 0.10 0.05
H 1.676367 0.365809 0.101967 0.00 0.16 0.04
H 0.802956 -1.872930 0.154628 0.00 0.01 0.01
H -0.370663 -1.169101 -0.927568 -0.02 0.12 0.00
H -0.902012 -2.256678 1.669141 0.03 0.04 0.04
H -2.040953 -1.339092 0.721453 -0.01 0.08 0.02
H -1.011295 -0.348081 3.164792 0.09 0.00 0.00
H -1.681573 0.622235 1.861621 0.09 0.11 0.02
H 1.262711 2.460882 1.799186 0.00 0.05 0.04
H 0.082167 2.171146 3.110824 0.02 0.06 0.00
H -0.482636 2.403614 1.439043 0.02 0.02 -0.03

The following is a DFT calculation (ωB97M-V/def2-TZVPD) of one molecule with the formula C6H10.

Structure (XYZ):
```
16
Properties=species:S:1:pos:R:3:forces:R:3
C -1.569656 0.779595 -0.701808 0.01 0.02 -0.01
C -0.301318 0.183626 -0.147394 -0.25 0.09 -0.10
C 0.011361 -1.329379 -0.077462 -0.11 -0.27 -0.06
C 1.233517 -0.629257 0.559540 0.27 -0.14 0.13
C 1.169955 0.378484 -0.609268 0.14 0.15 -0.20
C 0.232240 0.278014 1.305828 -0.07 0.13 0.25
H -2.391993 0.630798 0.007655 0.09 0.02 -0.12
H -1.846531 0.286912 -1.640929 0.06 0.12 0.09
H -1.475037 1.853586 -0.892819 0.01 -0.12 0.06
H -0.631960 -1.923261 0.581804 0.14 0.07 -0.04
H 0.165718 -1.826689 -1.042576 0.03 0.06 0.16
H 2.130977 -1.093437 0.975440 -0.17 0.04 -0.09
H 1.618464 1.363314 -0.431975 -0.11 -0.13 0.00
H 1.434115 -0.007984 -1.600511 -0.09 0.05 0.13
H -0.382634 -0.199641 2.077964 0.09 0.05 -0.12
H 0.602780 1.255320 1.636509 -0.05 -0.13 -0.09
```
Positions in Å, forces in eV/Å.

The following is a DFT calculation (ωB97M-V/def2-TZVPD) of a 2-piece molecular cluster, ClH3OSi overall at a distorted geometry.

Structure (XYZ):
```
6
Properties=species:S:1:pos:R:3:forces:R:3
O -1.808153 -1.137038 0.054099 1.52 1.92 0.18
Si 0.598974 0.774223 0.055945 -2.74 -1.82 -0.06
Cl 2.095320 -0.500173 -0.043994 0.68 -0.29 0.00
H -1.475139 -1.963270 -0.297537 0.37 -0.24 -0.19
H 0.220396 1.258820 1.361530 0.12 0.22 0.28
H 0.368601 1.567437 -1.130043 0.05 0.21 -0.21
```
Positions in Å, forces in eV/Å.

ΔE to the lowest compared entry with this formula, charge and spin (computed, kcal per mole): 71.06, 0.00, 38.81, 120.97